The following is a quantum chemistry calculation of one molecule with the formula C10H13NO, from OMol25.

## Properties
Energy above the lowest of the compared OMol25 structures with the same formula, charge and spin (kcal per mole): 7.4
E_LUMO (eV): 0.772
Orbital gap (eV): 8.878
Structure (SMILES): N[C@@H]1CCc2ccc(O)cc2C1

CARTESIAN COORDINATES (ANGSTROEM)
H: 1.16 -2.37 0.20
C: -2.47 -0.29 0.04
H: -1.44 -2.08 -0.63
H: 2.33 0.67 -1.81
H: 2.81 -1.49 1.76
H: 3.24 -1.37 -0.49
H: 1.86 -0.17 1.75
C: 2.52 0.69 -0.72
C: 2.48 -0.69 -0.16
C: 1.40 1.55 -0.13
H: -3.31 1.70 0.32
C: 1.21 -1.44 -0.48
H: 1.26 2.43 -0.78
H: -0.92 2.72 0.37
N: 2.65 -0.59 1.34
H: 3.54 1.05 -0.45
C: 0.06 0.85 -0.08
C: -1.32 -1.05 -0.27
C: -1.10 1.65 0.20
O: -3.75 -0.76 0.12
H: 1.62 1.82 0.86
H: 1.27 -1.78 -1.52
C: -2.40 1.11 0.16
H: -3.81 -1.76 0.12
C: -0.06 -0.57 -0.22

=====

The following is a quantum chemistry calculation of a 2-piece molecular cluster, C10H13NO overall, from OMol25.

## Properties
Energy above the lowest of the compared OMol25 structures with the same formula, charge and spin (kcal per mole): 35.9
E_LUMO (eV): 0.606
Orbital gap (eV): 8.265
Structure (SMILES): Cc1c[nH]c2ccccc12.CO

CARTESIAN COORDINATES (ANGSTROEM)
H: -0.26 -4.46 1.12
C: -1.05 1.87 -2.31
H: -2.20 -2.87 -0.12
C: 0.83 -0.31 1.27
O: -1.83 -3.20 0.71
H: 3.08 1.44 1.86
C: 0.55 1.46 -0.14
C: -1.05 0.64 -1.72
H: -0.69 -4.29 -0.67
H: -0.05 3.89 -2.35
C: 0.70 2.61 -0.82
H: -1.88 -0.06 -1.93
H: -0.47 -1.58 0.25
H: 1.88 1.72 2.95
C: 2.02 1.81 1.84
H: 0.84 -1.04 2.17
N: 0.04 -0.74 0.15
H: -1.78 -5.18 0.52
H: 2.07 2.89 1.54
C: 1.12 1.06 1.10
C: -0.25 0.37 -0.61
H: 1.48 3.31 -0.46
C: -1.06 -4.34 0.38
C: -0.11 2.89 -1.88
H: -1.94 2.09 -2.86

=====

The following is a quantum chemistry calculation of a 2-piece molecular cluster, C10H13O2 overall, from OMol25.

## Properties
Energy above the lowest of the compared OMol25 structures with the same formula, charge and spin (kcal per mole): 17.6
E_LUMO (eV): 3.115
Charge: -1
Orbital gap (eV): 7.094

CARTESIAN COORDINATES (ANGSTROEM)
H: -1.62 0.25 -1.98
C: -0.79 -0.41 -1.74
C: -0.31 1.96 1.07
H: 2.34 -2.26 -0.56
C: 0.48 0.11 -1.99
H: -0.57 -4.21 -0.28
O: -0.81 4.24 0.68
H: 0.50 1.08 -2.41
C: -0.06 2.36 2.53
C: 0.07 -3.50 0.24
C: 0.18 -2.23 -0.58
H: 0.65 1.65 0.65
H: 2.55 -0.39 -2.18
C: 1.45 -1.83 -0.99
C: -0.96 -1.46 -0.87
H: -0.89 1.03 1.01
H: 1.02 -3.87 0.62
H: 0.67 3.16 2.60
H: -0.45 -3.22 1.15
O: -1.41 2.77 -0.91
H: 0.15 1.48 3.14
C: -0.94 3.09 0.21
H: -1.00 2.79 2.84
H: -1.84 -1.92 -0.47
C: 1.59 -0.68 -1.78

=====

The following is a quantum chemistry calculation of C10H13O4P as an isolated structure, from OMol25.

## Properties
Energy above the lowest of the compared OMol25 structures with the same formula, charge and spin (kcal per mole): 89.0
E_LUMO (alpha / beta) (eV): -0.796 / -1.000
Orbital gap (alpha / beta) (eV): 6.759 / 6.168

CARTESIAN COORDINATES (ANGSTROEM)
C: 1.46 0.86 0.21
O: 0.07 2.83 0.56
H: 4.01 -0.97 1.36
H: 0.74 2.92 1.35
H: -1.56 -2.56 1.85
H: -0.14 -3.13 0.80
H: -2.85 1.86 -1.21
C: 0.16 1.23 -1.41
O: -3.01 0.16 -0.19
C: -1.22 -2.76 0.69
C: 2.15 -0.71 -1.58
H: -1.89 -3.62 0.38
H: -3.34 2.14 0.61
C: 3.05 -1.11 -0.64
H: -4.60 1.31 -0.52
C: 2.47 0.48 1.06
H: 3.67 -1.98 -0.87
C: -3.50 1.44 -0.35
H: 0.23 2.09 -2.22
C: 0.36 1.69 0.00
H: 2.03 -1.08 -2.60
H: 2.68 0.90 2.01
C: 1.34 0.31 -1.10
H: -0.69 0.61 -1.58
P: -1.65 -0.23 0.69
O: -1.30 -1.65 -0.07
O: -1.93 -0.48 2.13
C: 3.27 -0.55 0.61

=====

The following is a quantum chemistry calculation of C10H14AgBN6 as an isolated structure, from OMol25.

## Properties
Energy above the lowest of the compared OMol25 structures with the same formula, charge and spin (kcal per mole): 0.0
E_LUMO (eV): 0.384
Orbital gap (eV): 8.910

CARTESIAN COORDINATES (ANGSTROEM)
C: 1.54 -4.72 -2.46
H: 1.41 2.28 -0.09
C: 0.84 -2.65 -1.25
Ag: 0.00 -0.22 0.52
N: -1.04 1.26 -0.89
H: -1.42 4.39 -1.48
C: -0.05 3.45 2.75
C: -0.19 1.37 3.42
C: 0.69 -3.38 0.77
H: 0.82 -2.02 -2.13
N: -0.73 2.56 -0.71
N: 1.13 -3.97 -1.29
H: -0.42 3.03 4.89
H: -3.13 2.78 -2.90
B: 0.46 2.97 0.22
N: 0.56 -2.26 -0.03
H: -2.45 0.26 -2.06
H: 0.99 -4.36 -3.33
H: -0.02 4.52 2.62
H: 0.65 4.16 0.12
N: 0.02 1.35 2.11
H: 1.24 -5.47 0.23
H: 2.60 -4.62 -2.65
N: 0.10 2.64 1.70
C: -2.03 1.21 -1.77
H: 0.52 -3.34 1.83
C: -2.37 2.50 -2.19
H: -0.30 0.45 3.97
C: 1.04 -4.44 -0.01
H: 1.30 -5.77 -2.32
C: -1.52 3.32 -1.49
C: -0.26 2.69 3.89

=====

The following is a quantum chemistry calculation of C10H14BClHfN6O4 as an isolated structure, from OMol25.

## Properties
E_LUMO (alpha / beta) (eV): -12.875 / -12.558
Charge: +2
Orbital gap (alpha / beta) (eV): 2.295 / 3.202

CARTESIAN COORDINATES (ANGSTROEM)
N: -1.55 -0.47 -2.27
H: 4.24 -2.41 -2.23
N: -0.79 0.02 -3.34
O: -0.88 0.85 5.23
H: -0.33 -2.65 0.25
C: 0.91 3.09 -2.20
C: -1.55 -0.01 -4.44
C: -1.36 -2.26 0.50
H: 3.21 -0.51 -3.89
N: 0.58 1.78 -2.10
O: 1.23 0.69 4.06
H: -1.84 -0.39 1.54
H: -0.29 2.81 0.84
H: -1.12 0.32 -5.38
O: -1.48 0.41 1.09
H: -3.57 -0.75 -4.84
H: 1.11 1.02 -4.17
C: 3.33 -1.86 -2.10
C: 2.38 -1.99 -1.08
H: -3.56 -1.26 -2.16
C: -2.77 -0.84 -2.77
N: 1.35 -1.13 -1.30
H: 0.74 4.74 -0.77
H: 1.31 3.48 -3.12
Hf: -0.66 -0.55 -0.38
O: -0.20 -1.25 4.22
H: -1.65 -2.51 1.51
C: -2.79 -0.57 -4.13
C: 2.82 -0.90 -2.96
C: 0.60 3.71 -1.00
C: 0.08 2.71 -0.17
B: 0.69 0.60 -3.13
H: 2.41 -2.66 -0.24
N: 1.62 -0.50 -2.51
N: 0.08 1.54 -0.84
H: -2.12 -2.51 -0.25
Cl: -0.15 0.22 4.13